1.
{
  "formula": "C38H31N5O4PRe",
  "method": "the ωB97M-V functional and the def2-TZVPD basis",
  "charge": 1,
  "lumo_energy_ev": [-3.018, -3.852],
  "de_lowest_kcal_mol": 0.0,
  "spin_multiplicity": 2,
  "species": ["Re", "C", "O", "C", "C", "C", "C", "C", "C", "N", "N", "C", "O", "C", "C", "C", "C", "C", "C", "C", "O", "H", "H", "H", "H", "H", "H", "H", "H", "H", "H", "H", "H", "O", "C", "C", "C", "C", "C", "C", "C", "P", "C", "C", "C", "C", "C", "C", "C", "C", "C", "C", "C", "C", "H", "H", "H", "H", "H", "H", "H", "H", "H", "H", "H", "H", "H", "H", "N", "C", "C", "N", "C", "C", "N", "H", "H", "H", "H", "H"],
  "xyz": [[-0.40, 0.90, -0.54], [-4.40, 2.45, -1.81], [-3.83, 3.11, -2.93], [-2.61, 3.69, -2.84], [-2.39, 4.78, -3.68], [-1.19, 5.48, -3.66], [-0.21, 5.12, -2.77], [-0.39, 4.00, -1.94], [0.58, 3.74, -0.92], [0.65, 2.69, -0.18], [1.51, 2.80, 0.89], [1.33, 1.80, 1.67], [0.45, 0.84, 1.42], [2.08, 1.75, 2.95], [1.87, 0.72, 3.86], [2.52, 0.72, 5.08], [3.38, 1.75, 5.41], [3.61, 2.78, 4.50], [2.96, 2.79, 3.28], [-1.56, 3.23, -2.04], [-1.69, 2.07, -1.37], [-5.47, 2.39, -2.01], [-4.00, 1.44, -1.68], [-4.24, 3.02, -0.89], [-3.20, 5.07, -4.34], [-1.05, 6.32, -4.32], [0.71, 5.69, -2.69], [1.30, 4.53, -0.69], [1.21, -0.09, 3.59], [2.34, -0.08, 5.79], [3.87, 1.77, 6.38], [4.28, 3.59, 4.76], [3.12, 3.58, 2.57], [1.34, 1.32, -2.72], [1.37, 0.78, -1.64], [2.56, 0.08, -1.07], [3.86, 0.37, -1.48], [4.91, -0.32, -0.90], [4.67, -1.30, 0.06], [3.38, -1.62, 0.43], [2.32, -0.93, -0.15], [0.56, -1.26, 0.06], [0.30, -2.26, 1.55], [-0.28, -1.73, 2.70], [-0.48, -2.53, 3.82], [-0.12, -3.87, 3.78], [0.47, -4.41, 2.64], [0.68, -3.60, 1.53], [0.20, -2.45, -1.30], [-0.80, -3.41, -1.14], [-1.16, -4.24, -2.19], [-0.54, -4.11, -3.42], [0.43, -3.15, -3.60], [0.80, -2.32, -2.55], [4.03, 1.14, -2.22], [5.93, -0.10, -1.20], [5.50, -1.83, 0.51], [3.19, -2.39, 1.17], [-0.56, -0.69, 2.73], [-0.92, -2.11, 4.71], [-0.30, -4.50, 4.64], [0.75, -5.45, 2.61], [1.13, -4.03, 0.65], [-1.30, -3.52, -0.18], [-1.93, -5.00, -2.04], [-0.82, -4.76, -4.24], [0.92, -3.04, -4.56], [1.57, -1.58, -2.72], [-4.73, -1.87, 1.28], [-4.00, -1.50, 0.20], [-2.81, -0.76, 0.33], [-2.09, -0.45, -0.73], [-2.52, -0.83, -1.95], [-3.71, -1.54, -2.05], [-4.44, -1.87, -1.00], [-4.49, -1.58, 2.21], [-5.59, -2.36, 1.13], [-2.44, -0.44, 1.30], [-1.92, -0.58, -2.80], [-4.08, -1.84, -3.02]],
  "lowdin_spin": [0.794, 0.000, -0.002, -0.001, 0.010, -0.001, 0.007, 0.003, 0.027, -0.009, 0.010, -0.003, 0.047, 0.000, -0.001, 0.000, -0.001, 0.000, -0.001, 0.019, 0.015, 0.000, 0.000, 0.000, 0.001, 0.000, 0.000, 0.000, 0.000, 0.000, 0.000, 0.000, 0.000, 0.045, 0.010, -0.001, 0.002, 0.000, 0.003, 0.001, 0.007, 0.005, -0.002, 0.000, 0.000, 0.000, 0.000, 0.000, 0.000, -0.001, 0.000, -0.001, 0.000, 0.000, 0.000, 0.000, 0.000, 0.000, 0.000, 0.000, 0.000, 0.000, 0.000, 0.000, 0.000, 0.000, 0.000, 0.000, -0.001, 0.000, 0.005, -0.001, 0.007, 0.000, 0.003, 0.000, 0.000, 0.001, 0.003, 0.000]
}

2.
{
  "formula": "C38H32BN6O11PS",
  "method": "the ωB97M-V functional and the def2-TZVPD basis",
  "smiles": "NB(O)c1ccc2c(c1[PH2]=S)C(=O)N(c1ccccc1)C2=O.O=[N+]([O-])c1ccccc1.O=[N+]([O-])c1ccccc1.O=[N+]([O-])c1ccccc1.O=[N+]([O-])c1ccccc1",
  "lumo_energy_ev": -0.887,
  "species": ["N", "B", "O", "C", "C", "C", "C", "C", "C", "P", "S", "C", "O", "N", "C", "C", "C", "C", "C", "C", "C", "O", "H", "H", "H", "H", "H", "H", "H", "H", "H", "H", "H", "H", "O", "N", "O", "C", "C", "C", "C", "C", "C", "H", "H", "H", "H", "H", "O", "N", "O", "C", "C", "C", "C", "C", "C", "H", "H", "H", "H", "H", "O", "N", "O", "C", "C", "C", "C", "C", "C", "H", "H", "H", "H", "H", "O", "N", "O", "C", "C", "C", "C", "C", "C", "H", "H", "H", "H", "H"],
  "xyz": [[4.36, -1.60, -2.28], [4.02, -1.17, -3.60], [4.48, -1.80, -4.75], [3.04, 0.09, -3.74], [3.52, 1.38, -3.93], [2.69, 2.47, -4.05], [1.34, 2.27, -3.94], [0.83, 1.00, -3.73], [1.66, -0.11, -3.64], [0.90, -1.74, -3.41], [0.71, -2.22, -1.53], [-0.68, 1.11, -3.64], [-1.51, 0.28, -3.37], [-0.97, 2.47, -3.90], [-2.02, 2.91, -3.00], [-1.85, 2.99, -1.63], [-2.91, 3.37, -0.83], [-4.15, 3.68, -1.35], [-4.30, 3.63, -2.73], [-3.24, 3.25, -3.53], [0.20, 3.26, -4.04], [0.25, 4.44, -4.24], [3.51, -1.63, -1.71], [4.69, -2.56, -2.31], [3.74, -1.90, -5.35], [4.60, 1.53, -4.00], [3.06, 3.48, -4.23], [-0.30, -1.70, -4.13], [1.80, -2.65, -4.02], [-0.90, 2.75, -1.16], [-2.78, 3.41, 0.25], [-4.99, 3.95, -0.72], [-5.26, 3.86, -3.18], [-3.40, 3.22, -4.60], [6.45, 2.78, -3.03], [6.82, 2.28, -4.08], [6.10, 2.15, -5.05], [8.20, 1.81, -4.17], [9.03, 1.92, -3.07], [10.33, 1.45, -3.16], [10.79, 0.89, -4.34], [9.95, 0.80, -5.44], [8.65, 1.26, -5.36], [8.67, 2.35, -2.15], [10.99, 1.52, -2.30], [11.80, 0.52, -4.41], [10.31, 0.36, -6.37], [7.99, 1.19, -6.22], [-6.74, -4.52, -0.46], [-5.57, -4.58, -0.77], [-4.88, -5.58, -0.66], [-4.94, -3.37, -1.30], [-5.69, -2.21, -1.39], [-5.08, -1.06, -1.87], [-3.74, -1.07, -2.25], [-3.01, -2.25, -2.15], [-3.61, -3.40, -1.67], [-6.72, -2.19, -1.10], [-5.65, -0.14, -1.95], [-3.27, -0.17, -2.62], [-1.97, -2.26, -2.45], [-3.03, -4.32, -1.59], [-4.04, 0.66, 1.40], [-3.87, 1.66, 2.06], [-4.10, 2.79, 1.65], [-3.36, 1.51, 3.42], [-3.05, 0.25, 3.89], [-2.55, 0.11, 5.17], [-2.36, 1.23, 5.97], [-2.68, 2.49, 5.49], [-3.18, 2.64, 4.21], [-3.20, -0.62, 3.27], [-2.30, -0.87, 5.55], [-1.96, 1.11, 6.97], [-2.53, 3.36, 6.11], [-3.43, 3.62, 3.83], [-1.29, -0.49, 8.12], [-1.62, -1.00, 9.18], [-1.69, -0.41, 10.23], [-1.95, -2.44, 9.17], [-1.84, -3.15, 7.99], [-2.13, -4.50, 7.99], [-2.52, -5.13, 9.17], [-2.63, -4.40, 10.34], [-2.35, -3.04, 10.35], [-1.53, -2.66, 7.08], [-2.04, -5.07, 7.08], [-2.74, -6.19, 9.17], [-2.95, -4.88, 11.26], [-2.43, -2.47, 11.26]],
  "mulliken_charge": [-0.575, 0.821, -0.631, 0.126, -0.649, -0.869, -0.166, 0.851, 0.363, 0.438, -0.433, 0.320, -0.534, 0.222, -0.631, 0.439, -0.886, -0.578, -0.635, -0.184, -0.170, -0.590, 0.268, 0.253, 0.329, 0.214, 0.553, 0.115, 0.013, 0.454, 0.564, 0.434, 0.387, 0.407, -0.580, 1.026, -0.644, 0.087, -0.309, -0.505, -0.373, -0.541, -0.225, 0.449, 0.376, 0.381, 0.372, 0.441, -0.618, 1.017, -0.617, -0.109, -0.453, -0.562, -0.197, -0.045, -0.422, 0.467, 0.453, 0.726, -0.116, 0.473, -0.587, 1.075, -0.642, 0.020, -0.488, -0.076, -0.284, -0.706, -0.372, 0.507, 0.213, 0.535, 0.386, 0.456, -0.643, 1.007, -0.598, 0.172, -0.168, -0.564, -0.415, -0.436, -0.369, 0.408, 0.381, 0.379, 0.372, 0.446]
}

Number 1: energy -2460.86458 Ha. Number 2: energy -3387.58047 Ha.